## i
Here is a cluster of 2 separate species, CHNOS in total from OMol25. Energies are from the ωB97M-V functional and the def2-TZVPD basis.

- frontier orbital gap (spin up / spin down) (eV) = 7.5 / 9.6
- highest occupied orbital energy (spin up / spin down) (eV) = -9.8835 / -9.9959
- M (g mol⁻¹) = 75.09
- LUMO (spin up / spin down) (eV) = -2.35 / -0.39

Last column: Mulliken charge in e.
Element x y z (Å)
C -1.613 1.645 0.459  0.739
N -1.502 0.609 -0.348  -0.302
O -1.305 1.974 -0.813  -0.206
S -2.082 2.138 1.906  -0.286
H 0.083 -0.843 0.325  0.054


## ii
Here is an isolated molecule of CHNOS from OMol25. Energies are from the ωB97M-V functional and the def2-TZVPD basis.

- frontier orbital gap (eV) = 9.7
- highest occupied orbital energy (eV) = -9.7106
- M (g mol⁻¹) = 75.09
- LUMO (eV) = 0.02

Last column: Mulliken charge in e.
Element x y z (Å)
C 0.123 0.182 0.464  0.628
N -0.458 -0.696 -0.394  -0.342
O -0.976 0.661 -0.142  -0.268
S 1.301 0.552 1.469  -0.314
H 0.010 -0.699 -1.398  0.297


## iii
Here is a structure of composition CHNOS from OMol25. Energies are from the ωB97M-V functional and the def2-TZVPD basis.

- frontier orbital gap (eV) = 7.4
- highest occupied orbital energy (eV) = -8.4410
- M (g mol⁻¹) = 75.09
- LUMO (eV) = -1.09

Last column: Mulliken charge in e.
Element x y z (Å)
C 0.442 0.054 0.436  -0.091
N -0.697 0.171 -1.040  0.169
O -1.554 -0.630 -0.974  -0.237
S 1.556 1.172 0.480  -0.179
H 0.253 -0.767 1.099  0.339


Most stable = ii


## i
Here is a structure of composition C3H13NO2S2 from OMol25. Energies are from the ωB97M-V functional and the def2-TZVPD basis.

- frontier orbital gap (eV) = 4.0
- highest occupied orbital energy (eV) = -8.6638
- M (g mol⁻¹) = 159.28
- LUMO (eV) = -4.66

Last column: Mulliken charge in e.
Element x y z (Å)
S 3.389 1.157 -0.299  -0.358
S -1.001 1.452 -1.434  -0.150
C 0.330 0.853 -0.431  -0.444
C -0.138 -0.151 0.648  -0.403
C -1.211 -1.129 0.095  -0.963
N -1.422 -2.042 1.203  -0.583
H 3.905 1.545 -1.471  0.174
H 0.942 0.292 -1.152  0.271
H 1.019 1.620 0.002  0.292
H 0.692 -0.824 0.884  0.292
H -0.322 0.330 1.611  0.470
H -1.918 -0.588 -0.577  0.519
H -0.635 -1.669 -0.678  0.394
H -2.379 -2.384 1.336  0.282
H -1.902 -1.058 1.359  0.259
H 3.807 -2.395 -0.540  0.258
H 3.465 -0.870 -0.837  0.303
O 3.121 -1.725 -0.501  -0.553
H -3.689 3.179 0.372  0.286
H -2.704 2.110 -0.145  0.249
O -3.350 2.298 0.556  -0.596


## ii
Here is a cluster of 3 separate species, C3H13NO2S2 in total from OMol25. Energies are from the ωB97M-V functional and the def2-TZVPD basis.

- frontier orbital gap (eV) = 8.8
- highest occupied orbital energy (eV) = -8.1528
- M (g mol⁻¹) = 159.28
- LUMO (eV) = 0.62

Last column: Mulliken charge in e.
Element x y z (Å)
S -1.091 -3.748 1.262  -0.173
S -0.703 -2.042 2.388  -0.036
C -0.611 -0.602 1.282  -0.731
C -1.827 -0.123 0.507  -0.337
C -1.652 -0.477 -1.003  -0.741
N -0.857 0.596 -1.621  -0.592
H -1.900 -3.170 0.427  0.113
H -0.059 0.098 1.939  0.311
H 0.156 -0.862 0.528  0.308
H -2.735 -0.572 0.964  0.290
H -2.053 0.937 0.540  0.383
H -1.079 -1.413 -0.987  0.435
H -2.570 -0.504 -1.550  0.304
H -1.368 1.454 -1.584  0.223
H 0.063 0.719 -1.205  0.236
H 2.292 3.006 -2.379  0.322
H 2.624 4.000 -1.081  0.304
O 2.153 3.257 -1.454  -0.625
H 3.832 0.468 1.438  0.309
H 3.971 -0.906 0.797  0.307
O 3.413 -0.116 0.793  -0.609


Most stable = ii


## i
Here is a structure of composition C3H5IN2 from OMol25. Energies are from the ωB97M-V functional and the def2-TZVPD basis.

- frontier orbital gap (eV) = 8.5
- highest occupied orbital energy (eV) = -8.1477
- M (g mol⁻¹) = 195.99
- LUMO (eV) = 0.31

Last column: Mulliken charge in e.
Element x y z (Å)
C -0.055 -1.210 -0.015  -0.436
C -0.145 0.124 0.164  0.559
C -0.927 0.988 0.875  -1.150
N 1.025 0.269 -0.613  -0.143
N 1.224 -1.131 -0.637  -0.394
I 1.336 -1.770 -2.518  0.102
H -0.653 -2.066 0.050  0.389
H -0.689 0.996 1.962  0.235
H -0.857 2.001 0.482  0.334
H -1.994 0.809 0.783  0.306
H 1.736 0.990 -0.534  0.199


## ii
Here is an isolated molecule of C3H5IN2 from OMol25. Energies are from the ωB97M-V functional and the def2-TZVPD basis.

- frontier orbital gap (eV) = 8.8
- highest occupied orbital energy (eV) = -9.2560
- M (g mol⁻¹) = 195.99
- LUMO (eV) = -0.47

Last column: Mulliken charge in e.
Element x y z (Å)
C -0.701 -1.946 0.024  0.253
C -0.685 -0.512 0.004  -0.051
C 0.342 1.638 -0.031  -0.440
N -1.761 -2.621 -0.067  -0.509
N 0.440 0.261 0.001  -0.381
I -2.663 0.375 0.016  -0.019
H 0.409 -2.194 0.151  0.315
H 0.859 2.277 0.825  0.205
H -0.657 1.901 0.026  0.165
H 0.902 1.828 -1.032  0.223
H -1.800 -3.617 0.026  0.238


## iii
Here is a cluster of 2 separate species, C3H5IN2 in total from OMol25. Energies are from the ωB97M-V functional and the def2-TZVPD basis.

- frontier orbital gap (spin up / spin down) (eV) = 5.1 / 5.1
- highest occupied orbital energy (spin up / spin down) (eV) = -7.8724 / -7.9576
- M (g mol⁻¹) = 195.99
- LUMO (spin up / spin down) (eV) = -2.82 / -2.83

Last column: Mulliken charge in e.
Element x y z (Å)
C 1.520 -1.029 0.848  0.499
C 0.638 -1.681 0.216  -0.485
C -1.129 1.030 -0.181  -0.747
N 2.363 -0.151 0.921  -0.476
N -0.417 0.297 -1.327  -0.341
I -0.177 -3.663 0.735  0.074
H -1.082 0.490 -1.981  0.254
H -0.737 1.019 0.820  0.278
H -2.163 0.906 -0.151  0.336
H -1.103 1.940 -0.797  0.330
H 2.285 0.844 0.898  0.279


Most stable = ii


## i
Here is the ion C5H6N with charge +1 from OMol25. Energies are from the ωB97M-V functional and the def2-TZVPD basis.

- frontier orbital gap (eV) = 10.3
- total charge = +1
- highest occupied orbital energy (eV) = -14.5145
- M (g mol⁻¹) = 80.11
- LUMO (eV) = -4.25

Last column: Mulliken charge in e.
Element x y z (Å)
C 1.123 -0.105 -1.190  -0.181
C 0.775 -0.474 -0.024  0.263
C -0.309 -0.183 -1.379  -0.352
C -0.642 0.724 1.188  -0.026
C -1.016 -0.517 0.537  -0.468
N 0.263 -0.448 1.303  -0.002
H 2.058 -0.072 -1.818  0.357
H -0.717 0.799 -1.492  0.332
H -0.579 -1.115 -1.942  0.297
H -0.340 1.592 0.737  0.227
H -1.158 0.834 2.066  0.290
H 0.544 -1.035 2.014  0.261


## ii
Here is the ion C5H6N with charge +1 from OMol25. Energies are from the ωB97M-V functional and the def2-TZVPD basis.

- frontier orbital gap (spin up / spin down) (eV) = 8.4 / 8.4
- total charge = +1
- highest occupied orbital energy (spin up / spin down) (eV) = -13.9970 / -13.9964
- M (g mol⁻¹) = 80.11
- LUMO (spin up / spin down) (eV) = -5.58 / -5.58

Last column: Mulliken charge in e.
Element x y z (Å)
C -0.256 1.092 -1.262  -0.405
C -1.410 0.427 0.567  -0.401
C 1.055 -0.295 0.407  -0.046
C 0.071 0.694 0.134  0.086
C -1.316 0.169 -0.705  -0.057
N 0.698 -1.370 0.859  -0.133
H -0.568 2.032 -1.773  0.312
H 0.378 0.728 -1.954  0.287
H -1.811 0.149 1.553  0.419
H 2.023 -0.086 0.021  0.444
H 1.395 -2.057 1.150  0.303
H -0.259 -1.485 1.003  0.191


Most stable = ii


## i
Here is a cluster of 2 separate species, C2H7NS2 in total from OMol25. Energies are from the ωB97M-V functional and the def2-TZVPD basis.

- frontier orbital gap (eV) = 9.2
- highest occupied orbital energy (eV) = -8.7762
- M (g mol⁻¹) = 109.22
- LUMO (eV) = 0.46

Last column: Mulliken charge in e.
Element x y z (Å)
C -2.129 -0.473 0.839  -0.928
C 2.360 0.480 0.007  -0.426
N 1.054 0.144 -0.475  -0.037
S 2.071 -1.287 -0.333  -0.091
S 0.645 0.841 -2.050  -0.112
H -1.727 0.510 0.634  0.207
H -3.124 -0.415 1.291  0.295
H -1.464 -0.968 1.567  0.211
H 2.988 1.080 -0.569  0.311
H 2.308 0.581 1.061  0.218
H -2.293 -0.965 -0.117  0.211
H -0.688 0.471 -1.854  0.140


## ii
Here is a cluster of 2 separate species, C2H7NS2 in total from OMol25. Energies are from the ωB97M-V functional and the def2-TZVPD basis.

- frontier orbital gap (spin up / spin down) (eV) = 7.7 / 7.1
- highest occupied orbital energy (spin up / spin down) (eV) = -7.6657 / -7.4182
- M (g mol⁻¹) = 109.22
- LUMO (spin up / spin down) (eV) = 0.04 / -0.30

Last column: Mulliken charge in e.
Element x y z (Å)
C 1.716 -0.786 -0.530  -0.678
C -2.006 0.308 1.037  -0.738
N 0.740 0.301 -0.335  -0.295
S -1.807 -0.304 -0.533  -0.023
S 0.613 1.105 1.152  -0.247
H 2.292 -0.930 0.404  0.258
H 1.099 -1.791 -0.508  0.203
H 2.365 -0.793 -1.445  0.281
H -1.920 -0.422 1.842  0.325
H -1.985 1.339 1.081  0.462
H 0.631 1.086 -1.064  0.319
H -1.739 0.888 -1.101  0.134


Most stable = i


## i
Here is a cluster of 2 separate species, C2H7NS2 in total from OMol25. Energies are from the ωB97M-V functional and the def2-TZVPD basis.

- frontier orbital gap (eV) = 8.1
- highest occupied orbital energy (eV) = -7.8320
- M (g mol⁻¹) = 109.22
- LUMO (eV) = 0.27

Last column: Mulliken charge in e.
Element x y z (Å)
S 3.026 1.020 -1.732  -0.161
S 2.729 -0.618 -3.041  -0.167
H 2.323 0.354 -0.753  0.153
H 1.507 -0.806 -2.473  0.160
C -0.740 -1.067 1.421  -0.778
C -1.620 -0.216 0.833  0.008
N -1.261 1.128 0.562  -0.514
H 0.234 -0.872 0.974  0.211
H -0.855 -1.622 2.339  0.276
H -2.479 -0.445 0.207  0.293
H -2.123 1.606 0.345  0.252
H -0.739 1.538 1.317  0.267


## ii
Here is a cluster of 2 separate species, C2H7NS2 in total from OMol25. Energies are from the ωB97M-V functional and the def2-TZVPD basis.

- frontier orbital gap (eV) = 9.0
- highest occupied orbital energy (eV) = -8.6870
- M (g mol⁻¹) = 109.22
- LUMO (eV) = 0.33

Last column: Mulliken charge in e.
Element x y z (Å)
S 0.595 -0.538 1.900  -0.186
S -1.238 -1.423 1.709  -0.156
H 0.357 0.209 3.028  0.162
H -0.641 -2.521 1.172  0.166
C -0.437 1.252 -3.340  -0.666
C 1.402 1.276 -1.864  -0.178
N 0.413 1.904 -2.332  -0.403
H 0.165 1.143 -4.278  0.311
H -0.782 0.269 -3.013  0.248
H -1.338 1.815 -3.545  0.243
H 1.623 1.193 -0.788  0.186
H 2.018 0.580 -2.428  0.272


Most stable = ii


## i
Here is an isolated molecule of C3H9BrSSi from OMol25. Energies are from the ωB97M-V functional and the def2-TZVPD basis.

- frontier orbital gap (eV) = 7.2
- highest occupied orbital energy (eV) = -7.3217
- M (g mol⁻¹) = 185.16
- LUMO (eV) = -0.11

Last column: Mulliken charge in e.
Element x y z (Å)
C 1.714 -0.183 -0.494  -0.890
C -0.471 1.768 0.973  -1.183
C -0.858 -1.399 0.818  -1.030
Si 0.041 0.089 0.284  0.651
S -0.160 -0.976 -3.279  -0.511
Br -1.155 0.573 -2.164  -0.086
H 1.483 -0.875 -1.384  0.169
H 2.411 0.563 -1.053  0.289
H 2.394 -0.819 0.076  0.361
H -1.348 1.665 1.559  0.386
H 0.119 2.229 1.708  0.411
H -0.645 2.561 0.230  0.331
H -0.640 -2.255 0.200  0.355
H -0.899 -1.606 1.860  0.414
H -1.986 -1.335 0.667  0.332


## ii
Here is an isolated molecule of C3H9BrSSi from OMol25. Energies are from the ωB97M-V functional and the def2-TZVPD basis.

- frontier orbital gap (eV) = 10.4
- highest occupied orbital energy (eV) = -9.7683
- M (g mol⁻¹) = 185.16
- LUMO (eV) = 0.66

Last column: Mulliken charge in e.
Element x y z (Å)
C 1.717 -0.433 0.029  -1.057
C 0.901 0.842 0.219  -0.433
C -0.385 0.872 -0.612  -0.595
Si -1.558 -0.544 -0.328  0.464
S -2.105 -0.746 1.728  -0.292
Br -3.462 -0.088 -1.373  -0.285
H 2.658 -0.385 0.578  0.337
H 1.177 -1.317 0.380  0.259
H 1.949 -0.601 -1.025  0.308
H 0.645 0.959 1.275  0.286
H 1.514 1.707 -0.043  0.313
H -0.959 1.778 -0.390  0.306
H -0.156 0.903 -1.684  0.359
H -1.072 -1.833 -0.852  -0.099
H -0.864 -1.114 2.097  0.129


Most stable = ii


## i
Here is an isolated molecule of H5N2PS2 from OMol25. Energies are from the ωB97M-V functional and the def2-TZVPD basis.

- frontier orbital gap (eV) = 9.4
- highest occupied orbital energy (eV) = -8.8854
- M (g mol⁻¹) = 128.16
- LUMO (eV) = 0.53

Last column: Mulliken charge in e.
Element x y z (Å)
N 1.137 0.176 -1.062  -0.508
N -0.910 -0.889 0.568  -0.730
P -0.543 0.325 -0.982  0.694
S -1.237 -0.096 -2.727  -0.356
S -1.147 2.098 -0.110  -0.277
H 1.520 -0.218 -0.224  0.223
H 1.439 1.005 -1.521  0.255
H 0.010 -1.262 0.718  0.229
H -1.425 -1.635 0.104  0.281
H -1.520 1.613 1.073  0.189


## ii
Here is a cluster of 2 separate species, H5N2PS2 in total from OMol25. Energies are from the ωB97M-V functional and the def2-TZVPD basis.

- frontier orbital gap (eV) = 9.2
- highest occupied orbital energy (eV) = -9.3147
- M (g mol⁻¹) = 128.16
- LUMO (eV) = -0.08

Last column: Mulliken charge in e.
Element x y z (Å)
N 1.350 0.831 0.490  -0.538
N -0.983 -0.841 0.272  -0.617
P 1.706 -0.654 -0.136  0.683
S 2.277 -1.628 1.354  -0.375
S 1.686 -0.625 -2.093  -0.345
H 1.374 0.943 1.538  0.272
H 0.647 1.440 0.209  0.255
H -1.202 -0.647 1.271  0.212
H -0.696 -1.683 -0.188  0.286
H -1.402 -0.303 -0.209  0.168


Most stable = i


## i
Here is a cluster of 2 separate species, C6H6N3O4S in total from OMol25. Energies are from the ωB97M-V functional and the def2-TZVPD basis.

- frontier orbital gap (spin up / spin down) (eV) = 7.2 / 7.2
- total charge = -1
- highest occupied orbital energy (spin up / spin down) (eV) = -5.1707 / -5.1653
- M (g mol⁻¹) = 216.20
- LUMO (spin up / spin down) (eV) = 2.07 / 2.06

Last column: Mulliken charge in e.
Element x y z (Å)
C -2.443 0.040 0.470  -0.355
C -1.651 0.311 1.612  -0.779
C -2.033 0.236 -0.831  -0.413
C -0.350 0.679 1.325  -0.004
C -0.640 0.668 -1.061  -0.113
C 0.141 0.840 0.026  -0.144
N 1.226 -1.713 0.351  -0.492
N 2.847 -0.037 -0.147  -0.636
N 0.939 -2.352 -0.639  1.389
O 1.337 -2.299 -1.796  -0.710
O 0.045 -3.111 -0.166  -0.644
O 2.205 1.822 1.378  -0.719
O 2.191 2.283 -0.945  -0.734
S 1.927 1.277 0.091  1.332
H -3.395 -0.367 0.562  0.411
H -2.133 0.525 2.527  0.389
H -2.744 -0.016 -1.685  0.272
H 0.386 0.841 2.109  0.403
H -0.403 1.000 -2.192  0.205
H 2.548 -0.628 -0.988  0.342


## ii
Here is a structure of composition C6H6N3O4S from OMol25. Energies are from the ωB97M-V functional and the def2-TZVPD basis.

- frontier orbital gap (eV) = 7.6
- total charge = -1
- highest occupied orbital energy (eV) = -4.3359
- M (g mol⁻¹) = 216.20
- LUMO (eV) = 3.29

Last column: Mulliken charge in e.
Element x y z (Å)
C 1.400 -1.258 -1.177  0.814
C 1.183 1.457 0.747  0.548
C -2.683 -0.466 -1.479  0.712
C 0.779 -2.320 -1.488  -1.027
C -1.342 1.729 0.689  -0.774
C -0.184 0.965 1.272  0.601
N 2.139 -0.296 -0.918  -0.750
N 2.137 0.760 0.014  0.224
N -0.292 -0.137 1.895  -0.550
O -2.566 -0.847 -2.613  -0.565
O 1.493 2.546 1.180  -0.649
O -3.336 -0.556 -0.500  -0.527
O 0.983 -0.829 1.964  -0.428
S -1.114 1.103 -1.031  -0.407
H 0.036 -2.393 -2.347  0.183
H 0.726 -3.229 -0.935  0.236
H -2.132 1.327 1.232  0.393
H -1.216 2.778 0.771  0.328
H 3.134 1.107 -0.072  0.302
H 0.858 -1.441 2.797  0.336


Most stable = ii